#P
Entry from the Open Molecules 2025 dataset: a cluster of 3 separate species, C5H13NO2 in total (wB97M-V/def2-TZVPD).

CARTESIAN COORDINATES (ANGSTROEM)
C 0.331 3.066 -1.599
C 0.539 1.976 -0.836
C 0.229 0.639 -1.284
C 0.661 -0.472 -0.640
N 0.818 -1.782 -0.979
C 0.865 -2.729 0.147
H 0.384 4.083 -1.244
H -0.134 2.903 -2.567
H 1.195 2.040 0.029
H -0.076 0.522 -2.325
H 1.032 -0.333 0.379
H 0.286 -2.093 -1.782
H 1.807 -2.555 0.660
H 0.780 -3.757 -0.200
H -0.001 -2.599 0.794
O -0.388 0.651 3.310
H -0.944 1.206 3.866
H -0.961 0.275 2.651
O -2.081 -0.337 0.955
H -1.742 0.245 0.257
H -2.600 -0.948 0.410

Results
Structure (SMILES): C=C/C=C/NC.O.O
E_LUMO: 0.6 eV

#Q
Entry from the Open Molecules 2025 dataset: a cluster of 2 separate species, C5H13NO2 in total (wB97M-V/def2-TZVPD).

CARTESIAN COORDINATES (ANGSTROEM)
C -1.734 -0.901 0.261
C -0.228 -1.026 -0.257
C -0.504 -1.817 -1.511
C 0.678 0.170 -0.429
C 0.848 0.776 0.971
N 1.747 0.247 1.916
O 0.442 1.830 1.399
H -2.287 -0.070 -0.095
H -2.260 -1.799 0.035
H -1.713 -0.921 1.319
H 0.454 -1.698 0.272
H 0.290 -1.779 -2.284
H -1.321 -1.310 -2.121
H -0.556 -2.833 -1.380
H 1.707 0.009 -0.786
H 0.405 0.849 -1.194
H 1.874 0.726 2.856
H 2.239 -0.558 1.748
O -0.058 3.196 -0.595
H -0.193 4.067 -0.335
H 0.170 2.842 0.209

Results
Structure (SMILES): CC(C)CC(N)=O.O
E_LUMO: 0.8 eV

The structure with the least stability is #P.

#P
Entry from the Open Molecules 2025 dataset: a cluster of 2 separate species, C5H13NO2 in total (wB97M-V/def2-TZVPD).

CARTESIAN COORDINATES (ANGSTROEM)
C -1.913 -1.650 0.155
C -1.778 -0.330 -0.596
C -0.352 -0.138 -1.167
C 0.679 -0.355 -0.100
O 1.404 -1.322 -0.030
N 0.740 0.601 0.900
C 0.065 1.891 0.916
H -2.927 -2.043 0.175
H -1.678 -1.554 1.220
H -1.238 -2.373 -0.262
H -2.448 -0.272 -1.450
H -2.063 0.481 0.070
H -0.301 0.796 -1.730
H -0.266 -0.949 -1.893
H 1.044 0.218 1.779
H -0.214 2.138 -0.077
H 0.706 2.621 1.399
H -0.864 1.869 1.484
O 4.109 -0.031 -0.467
H 3.540 0.709 -0.719
H 3.756 -0.306 0.392

Results
Structure (SMILES): CCCC(=O)NC.O
E_LUMO: 0.7 eV

#Q
Entry from the Open Molecules 2025 dataset: a cluster of 2 separate species, C5H13NO2 in total (wB97M-V/def2-TZVPD).

CARTESIAN COORDINATES (ANGSTROEM)
C 1.463 -0.977 1.546
C 0.522 0.065 1.003
C -0.694 -0.521 0.253
N -1.827 0.306 -0.049
C -1.550 1.231 -1.144
C -0.720 2.395 -0.674
O 0.174 2.724 -1.426
H 0.913 -1.910 1.721
H 1.928 -0.352 2.471
H 2.194 -1.503 0.996
H 1.170 0.802 0.420
H 0.144 0.582 1.878
H -1.232 -1.310 0.839
H -0.394 -0.999 -0.819
H -2.652 -0.303 -0.233
H -2.438 1.716 -1.399
H -0.875 0.685 -1.964
H -0.903 2.643 0.381
O 1.935 -1.858 -1.494
H 1.798 -1.891 -0.487
H 1.044 -1.525 -1.819

Results
Structure (SMILES): CCCNCC=O.O
E_LUMO: 0.7 eV

The structure with the least stability is #Q.

#P
Entry from the Open Molecules 2025 dataset: a cluster of 2 separate species, C5H13NO2 in total (wB97M-V/def2-TZVPD).

CARTESIAN COORDINATES (ANGSTROEM)
C 0.147 2.458 -0.429
C 0.324 1.755 0.893
C 0.848 0.355 0.893
C -0.074 -0.790 0.228
N -1.299 -1.119 0.941
C 0.780 -2.144 0.072
O 1.927 -1.861 -0.352
H -0.590 2.053 -0.938
H -0.206 3.545 -0.166
H 1.082 2.350 -1.073
H -0.836 1.549 1.306
H 0.729 2.332 1.606
H 1.715 0.354 0.213
H 1.192 0.199 1.905
H -0.493 -0.354 -0.859
H -1.470 -0.940 1.893
H -2.237 -0.869 0.560
H 0.246 -2.998 0.372
O -0.616 -1.670 -2.163
H -0.199 -1.749 -2.990
H -0.970 -2.456 -1.912

Results
Structure (SMILES): CCC[C@H](N)C=O.O
E_LUMO: 0.7 eV

#Q
Entry from the Open Molecules 2025 dataset: a cluster of 2 separate species, C5H13NO2 in total (wB97M-V/def2-TZVPD).

CARTESIAN COORDINATES (ANGSTROEM)
H 0.247 0.215 2.126
N 1.156 0.309 1.679
C 1.061 0.833 0.511
C 2.266 1.185 -0.299
O -0.095 1.377 -0.010
C -1.057 1.923 0.898
H 2.747 2.066 0.136
H 2.983 0.363 -0.266
H 1.990 1.391 -1.335
H -1.816 2.434 0.300
H -0.590 2.632 1.585
H -1.542 1.120 1.458
C 0.187 -2.430 -0.630
O -0.370 -1.374 -1.385
C -1.784 -0.999 -0.926
H 0.812 -2.010 0.166
H -0.570 -3.080 -0.170
H 0.810 -3.047 -1.284
H -2.352 -1.929 -0.865
H -1.918 -0.574 0.069
H -2.163 -0.406 -1.758

Results
Structure (SMILES): [H]/N=C(/C)OC.COC
E_LUMO: 0.9 eV

The structure with the least stability is #P.

#P
Entry from the Open Molecules 2025 dataset: a cluster of 2 separate species, C5H13NO2 in total (wB97M-V/def2-TZVPD).

CARTESIAN COORDINATES (ANGSTROEM)
C -2.278 1.082 -0.318
C -1.606 -0.279 -0.298
O -2.126 -1.255 -0.820
N -0.775 -0.468 0.820
C -0.314 -1.769 1.234
O -0.552 0.544 1.759
H -1.549 1.839 -0.609
H -2.692 1.345 0.652
H -3.068 1.080 -1.064
H -0.635 -2.497 0.493
H 0.777 -1.786 1.278
H -0.725 -2.026 2.211
H 0.132 1.123 1.385
C 1.365 0.805 -1.092
C 2.513 -0.039 -0.579
H 1.515 1.129 -2.118
H 1.225 1.698 -0.487
H 0.328 0.210 -1.104
H 3.435 0.544 -0.580
H 2.678 -0.910 -1.209
H 2.352 -0.370 0.447

Results
Structure (SMILES): CC(=O)N(C)O.CC
E_LUMO: 0.7 eV

#Q
Entry from the Open Molecules 2025 dataset: the molecule C5H13NO2 (wB97M-V/def2-TZVPD).

CARTESIAN COORDINATES (ANGSTROEM)
C -0.815 0.037 -1.916
C -0.310 -0.179 -0.481
N -0.960 0.872 0.369
C -1.249 0.507 1.755
O -2.451 -0.274 1.808
C 1.210 -0.108 -0.485
C 1.909 -0.513 0.814
O 1.684 -1.020 -1.492
H -0.789 -0.860 -2.531
H -0.267 0.879 -2.337
H -1.807 0.494 -1.834
H -0.619 -1.090 0.028
H -0.424 1.715 0.403
H -0.480 -0.050 2.241
H -1.486 1.442 2.260
H -2.806 -0.252 0.908
H 1.592 0.873 -0.733
H 2.242 -1.554 0.816
H 1.263 -0.472 1.685
H 2.759 0.117 1.056
H 1.806 -0.565 -2.334

Results
Structure (SMILES): C[C@H](NCO)[C@@H](C)O
E_LUMO: 0.8 eV

The structure with the least stability is #P.

#P
Entry from the Open Molecules 2025 dataset: a cluster of 2 separate species, C2H3NO2S in total (wB97M-V/def2-TZVPD).

CARTESIAN COORDINATES (ANGSTROEM)
C -0.377 -1.316 0.319
C -1.577 -0.944 0.131
N -0.047 2.614 -2.849
O 0.744 -1.584 0.449
O -1.047 0.484 -3.595
S -0.357 1.208 -2.485
H -2.213 -1.676 -0.310
H -2.027 -0.141 0.630
H -0.195 2.900 -3.823

Results
E_LUMO: -0.7 eV

#Q
Entry from the Open Molecules 2025 dataset: a structure of composition C2H3NO2S (wB97M-V/def2-TZVPD).

CARTESIAN COORDINATES (ANGSTROEM)
C -2.081 -0.373 -0.005
C 0.917 0.288 -0.368
N -2.557 -1.406 0.072
O 1.639 1.140 0.264
O 0.603 -0.842 0.312
S -1.334 1.139 0.056
H 1.169 0.247 -1.450
H 1.766 1.173 1.179
H -0.121 -1.367 -0.061

Results
E_LUMO: -0.4 eV

#R
Entry from the Open Molecules 2025 dataset: the molecule C2H3NO2S (wB97M-V/def2-TZVPD).

CARTESIAN COORDINATES (ANGSTROEM)
C 0.803 -0.249 -1.300
C 1.053 0.416 -0.279
S 0.293 -0.066 1.720
N -1.340 -0.104 1.332
O -1.544 0.108 0.166
O -2.247 -0.338 2.115
H 1.197 0.057 -2.228
H 0.164 -1.125 -1.355
H 1.623 1.302 -0.170

Results
Structure (SMILES): C=CS[N+](=O)[O-]
E_LUMO: 0.0 eV

#S
Entry from the Open Molecules 2025 dataset: the molecule C2H3NO2S (wB97M-V/def2-TZVPD).

CARTESIAN COORDINATES (ANGSTROEM)
O -0.294 2.014 -0.078
C -0.159 0.795 -0.063
C -1.215 -0.159 0.350
S -2.668 -0.198 -0.373
N 0.989 0.207 -0.519
O 1.207 -1.145 -0.263
H -0.865 -1.000 0.963
H 1.815 0.712 -0.695
H 1.191 -1.225 0.678

Results
Structure (SMILES): O=C(C=S)NO
E_LUMO: -1.2 eV

The structure with the least stability is #R.

#P
Entry from the Open Molecules 2025 dataset: a structure of composition CH4N2O2S (wB97M-V/def2-TZVPD).

CARTESIAN COORDINATES (ANGSTROEM)
C 0.402 0.398 -0.225
N 0.521 -0.553 -1.114
N 0.511 -0.135 1.148
O 0.896 0.645 1.997
O 0.273 -1.322 1.266
S -1.761 1.049 0.535
H 0.628 1.488 -0.345
H 0.218 -1.452 -0.784
H 0.457 -0.399 -2.083
H -2.145 0.280 -0.396

Results
E_LUMO: -0.9 eV

#Q
Entry from the Open Molecules 2025 dataset: a cluster of 2 separate species, CH4N2O2S in total (wB97M-V/def2-TZVPD).

CARTESIAN COORDINATES (ANGSTROEM)
C -0.149 0.519 -0.566
N -1.439 -0.453 0.980
N 0.689 -0.589 -0.508
O 0.431 -1.482 -1.264
O 1.634 -0.508 0.282
S 0.331 2.097 -0.024
H -0.694 0.627 -1.437
H -0.690 -0.419 1.591
H -1.413 -1.226 0.343
H 1.300 1.433 0.602

Results
E_LUMO (alpha / beta): -1.7 / -1.3 eV

The structure with the least stability is #Q.